# C33H48GeN7O2SeTi

A molecular structure, C33H48GeN7O2SeTi (ωB97M-V/def2-TZVPD, OMol25).

Last column: Löwdin charge in e.
Positions of all 93 atoms, in Å:
Ti: 0.5607 0.0966 -1.0951  1.09
O: 4.8413 -0.7906 -0.0899  0.10
C: 4.6489 -2.1046 -0.0433  -0.23
C: 5.6788 -2.9057 0.4539  0.03
C: 5.5477 -4.2737 0.4948  0.00
C: 4.3759 -4.8963 0.0319  -0.03
C: 3.3529 -4.1346 -0.4647  -0.02
C: 3.4415 -2.7179 -0.4851  -0.09
C: 2.3147 -1.9620 -0.9328  -0.36
O: 2.1795 -0.6486 -0.7786  -0.17
N: 1.3073 -2.5878 -1.5359  0.10
N: 0.4432 -1.7010 -1.9959  -0.15
C: -0.4391 -1.9296 -2.9202  0.04
C: -0.8148 -0.7385 -3.6472  -0.23
C: -1.5538 -0.7711 -4.8321  0.05
C: -1.5795 0.3572 -5.6390  0.02
C: -0.8934 1.4896 -5.2193  0.02
C: -0.2281 1.4657 -3.9997  -0.08
N: -0.1781 0.3865 -3.2180  0.01
H: 4.0641 -0.3211 -0.4378  0.07
H: 6.5747 -2.4144 0.7990  0.14
H: 6.3570 -4.8716 0.8844  0.13
H: 4.2882 -5.9711 0.0841  0.12
H: 2.4491 -4.5878 -0.8434  0.12
H: -0.6777 -2.9337 -3.2660  0.17
H: -2.0599 -1.6797 -5.1237  0.14
H: -2.1106 0.3425 -6.5793  0.14
H: -0.8496 2.3751 -5.8345  0.13
H: 0.3064 2.3466 -3.6632  0.11
C: 1.8052 4.0783 -1.7612  -0.05
C: 2.8810 3.0420 -1.4323  -0.35
C: 3.1003 2.0685 -2.6023  -0.03
C: 2.5763 2.2594 -0.1781  -0.19
C: 1.2482 2.0585 0.2378  -0.16
C: 0.9879 1.4151 1.4598  -0.11
C: 2.0226 0.9054 2.2429  -0.26
C: 1.7391 0.2672 3.5603  -0.02
C: 3.3356 1.0888 1.8013  0.03
C: 3.6080 1.7630 0.6225  0.00
H: 2.1557 4.7230 -2.5612  0.10
H: 1.6082 4.7167 -0.9026  0.10
H: 0.8690 3.6214 -2.0843  0.05
H: 3.8198 3.5830 -1.2755  0.16
H: 2.2930 1.3063 -2.6476  0.04
H: 4.0544 1.5516 -2.5051  0.10
H: 3.1214 2.6159 -3.5428  0.10
H: 0.4735 2.6870 -0.1996  0.09
H: -0.0198 1.4274 1.8747  0.11
H: 1.9627 0.9677 4.3648  0.11
H: 2.3630 -0.6091 3.7217  0.09
H: 0.6899 -0.0121 3.6451  0.07
H: 4.1534 0.7420 2.4142  0.14
H: 4.6379 1.9448 0.3475  0.15
C: -3.5134 2.9782 2.1679  -0.06
C: -4.1129 3.6821 0.9531  -0.38
C: -3.2410 4.8353 0.4699  -0.06
C: -4.4125 2.6797 -0.1925  -0.07
N: -3.2217 1.9786 -0.5692  -0.05
C: -2.7778 0.7697 -0.1906  -0.04
N: -1.5496 0.6159 -0.6686  -0.05
N: -1.2793 1.7558 -1.3273  -0.05
N: -2.2638 2.5500 -1.2746  0.15
H: -3.4486 3.6813 2.9935  0.10
H: -2.5041 2.6071 1.9718  0.06
H: -4.1407 2.1506 2.4911  0.08
H: -5.0872 4.0867 1.2388  0.15
H: -2.2610 4.4999 0.1292  0.06
H: -3.0862 5.5486 1.2753  0.10
H: -3.7239 5.3616 -0.3477  0.09
H: -4.7667 3.2367 -1.0609  0.15
H: -5.1691 1.9589 0.1199  0.15
H: -3.3188 0.0580 0.4009  0.12
C: -4.1896 -4.1219 1.9529  -0.19
Ge: -2.8926 -2.7139 2.4232  0.86
C: -3.6630 -0.9123 2.7592  -0.22
C: -1.6693 -3.1016 3.9279  -0.20
C: -1.7487 -2.5160 0.6833  -0.51
Se: -0.1938 -1.4179 1.0319  1.05
C: 0.9268 -2.8930 1.6118  -0.25
H: -4.8626 -4.3027 2.7843  0.03
H: -3.6715 -5.0518 1.7368  0.03
H: -4.7878 -3.8455 1.0897  0.03
H: -4.0948 -0.9267 3.7549  0.04
H: -4.4678 -0.6571 2.0772  0.02
H: -2.8956 -0.1418 2.7496  0.00
H: -2.2430 -3.0149 4.8475  0.04
H: -0.8528 -2.3829 3.9823  0.01
H: -1.2736 -4.1131 3.8948  0.03
H: -2.3345 -2.0612 -0.1176  0.00
H: -1.4023 -3.4940 0.3450  0.03
H: 0.4066 -3.3928 2.4284  0.03
H: 1.8823 -2.5040 1.9572  0.05
H: 1.0725 -3.5997 0.7966  0.03

Values from the calculation:
Charge: +3
Orbital gap (eV): 5.14
Highest occupied orbital energy (hartree): -0.582
Energy relative to the best compared isomer or geometry (same formula, charge and spin) (kJ/mol): 202.16
Lowest unoccupied orbital energy (eV): -10.679
Molecular weight (g/mol): 774.23

# C33H49Cl3MgN2O3PSi

A molecular structure, C33H49Cl3MgN2O3PSi (ωB97M-V/def2-TZVPD, OMol25).

Last column: Löwdin charge in e.
Positions of all 93 atoms, in Å:
C: -2.6374 2.4219 -4.4464  -0.06
C: -2.4313 1.2949 -5.3964  -0.23
H: -2.1468 3.3256 -4.8216  0.07
H: -2.2353 2.1781 -3.4543  -0.03
H: -3.7031 2.6597 -4.2994  0.10
C: -2.3221 1.4717 -6.7229  -0.11
C: -2.4078 2.7929 -7.3981  -0.11
H: -2.1895 0.6193 -7.3877  0.10
H: -1.7768 3.5493 -6.9129  0.07
H: -3.4295 3.1980 -7.4484  0.08
H: -2.0532 2.6759 -8.4283  0.07
Mg: -0.7089 1.3621 0.6746  0.07
Cl: -0.8436 0.3125 4.6413  0.34
Cl: -2.0156 1.9630 -1.0799  0.04
C: -1.2447 -1.5085 1.4572  -0.24
O: -0.5055 -0.5081 1.2908  -0.11
N: -0.9089 -2.7655 1.1637  -0.15
C: 0.4547 -3.1818 0.8307  -0.01
C: -1.9910 -3.6948 0.8569  -0.04
H: -2.2651 -1.3936 1.8508  0.16
H: 1.1780 -2.7182 1.5062  0.11
H: 0.7297 -2.9394 -0.2053  0.07
H: 0.4735 -4.2681 0.9585  0.09
H: -2.8894 -3.3846 1.4006  0.09
H: -1.6841 -4.6950 1.1758  0.09
H: -2.2276 -3.7077 -0.2191  0.08
H: 1.3240 5.3019 1.1810  0.09
H: 0.5751 3.5469 -1.1013  0.08
C: 2.2923 4.7993 1.0170  -0.04
C: 1.6718 3.4738 -1.0181  -0.02
N: 2.1009 3.4995 0.3843  -0.17
H: 2.7800 4.6589 1.9926  0.09
C: 1.9234 2.4111 1.1442  -0.29
O: 1.2917 1.3952 0.7554  -0.13
H: 1.9964 2.5343 -1.4749  0.08
H: 2.3248 2.4914 2.1692  0.15
H: 2.9244 5.4116 0.3667  0.08
H: 2.1538 4.3199 -1.5147  0.09
O: -1.0762 -0.0679 -4.0271  -0.17
C: -2.2904 -0.0859 -4.7773  -0.28
C: -1.2617 -1.5673 -6.5609  -0.06
C: -2.3579 -1.2520 -5.7558  -0.20
H: -0.3310 -1.0039 -6.4460  0.12
C: -1.3777 -2.5842 -7.5151  -0.08
H: -3.1333 -0.1538 -4.0742  0.15
C: -3.5457 -1.9892 -5.8487  -0.03
H: -0.5163 -2.8170 -8.1405  0.10
C: -2.5974 -3.2389 -7.6929  -0.10
C: -3.6761 -2.9605 -6.8436  -0.08
H: -4.3447 -1.7386 -5.1440  0.12
H: -2.7110 -3.9618 -8.5015  0.10
H: -4.6360 -3.4629 -6.9664  0.10
Si: -0.1338 -1.1507 -3.1865  0.39
Cl: -0.9449 3.0912 2.2901  -0.13
C: 1.4233 -1.4752 -4.1432  -0.16
C: -1.1057 -2.7117 -2.8600  -0.14
C: 0.3874 -0.2735 -1.6402  -0.18
H: 1.2466 -2.0008 -5.0873  0.02
H: 2.0959 -2.0894 -3.5280  0.04
H: 1.9358 -0.5310 -4.3717  0.04
H: 0.7236 0.7507 -1.8563  0.03
H: 1.1793 -0.7722 -1.0696  0.05
H: -0.5080 -0.1981 -1.0013  -0.04
H: -1.4402 -3.1803 -3.7960  0.03
H: -2.0021 -2.5229 -2.2535  0.03
H: -0.4732 -3.4423 -2.3348  0.03
C: -0.5542 1.0193 7.5673  -0.25
P: 0.4397 0.4264 6.1901  0.54
C: 1.7640 1.5577 5.7346  -0.40
C: 3.0077 1.1346 5.2210  -0.14
C: 4.0187 2.0641 4.9658  -0.15
C: 3.7932 3.4309 5.1665  -0.19
C: 2.5588 3.8561 5.6646  -0.15
C: 1.5389 2.9354 5.9002  -0.15
C: 1.0825 -1.2289 6.4158  -0.43
C: 0.4700 -2.4095 5.9427  -0.18
C: 1.1000 -3.6413 6.1390  -0.17
C: 2.3411 -3.7148 6.7787  -0.19
C: 2.9362 -2.5533 7.2770  -0.15
C: 2.3003 -1.3226 7.1184  -0.17
H: 0.0907 1.2117 8.4400  0.06
H: -1.2896 0.2341 7.8064  0.05
H: -1.0740 1.9405 7.2596  0.03
H: 3.1950 0.0779 5.0218  0.09
H: 4.9970 1.7199 4.6160  0.09
H: 4.5726 4.1630 4.9320  0.07
H: 2.3856 4.9139 5.8697  0.09
H: 0.5579 3.2793 6.2238  0.08
H: -0.4828 -2.3634 5.4062  0.05
H: 0.6250 -4.5589 5.7906  0.08
H: 2.8410 -4.6773 6.9037  0.07
H: 3.9023 -2.5895 7.7827  0.08
H: 2.7768 -0.4183 7.5106  0.09

Values from the calculation:
Charge: -1
Orbital gap (spin up / spin down) (eV): 2.62 / 2.94
Highest occupied orbital energy (spin up / spin down) (hartree): -0.025 / -0.036
Energy relative to the best compared isomer or geometry (same formula, charge and spin) (kJ/mol): 389.64
Lowest unoccupied orbital energy (spin up / spin down) (eV): 1.953 / 1.953
Molecular weight (g/mol): 711.49